# 1
DFT (ωB97M-V/def2-TZVPD) results for one molecule with the formula C3H3NO3.

The HOMO-LUMO gap comes out at 9.659 eV. The HOMO energy is -10.40 eV. The max |F| is 0.9 eV/A. Its multiplicity is 1.

```
10
C3H3NO3 (ωB97M-V/def2-TZVPD)
N -0.53398 0.18370 -0.78963
C 0.27447 -0.28205 0.10560
O -0.13525 -0.01824 1.28502
C -1.42953 0.92380 0.59027
O -2.54337 0.60335 0.81708
C 1.57742 -0.98692 -0.20318
O 2.37409 -1.28229 0.64527
H -0.36715 0.14070 -1.78775
H -0.96169 1.91050 0.61697
H 1.74501 -1.19256 -1.27963
```

Partial atomic charges computed with the Löwdin method, in multiples of e: 0.18, -0.44, 0.07, -0.27, 0.10, -0.15, 0.12, 0.12, 0.15, 0.13

=====

# 2
DFT (ωB97M-V/def2-TZVPD) results for C29H57FN5O3Si4SnTe as an isolated structure.

The HOMO-LUMO gap comes out at 6.389 eV. The HOMO energy is -14.70 eV. As for the total charge: +3. The max |F| is 1.4 eV/A. Its multiplicity is 1.

```
101
C29H57FN5O3Si4SnTe (ωB97M-V/def2-TZVPD)
Sn -0.27970 -0.00976 0.64227
N 0.72341 2.35202 0.45214
C 0.49612 3.56232 -0.35520
C -0.82661 4.23530 -0.03904
C -1.94121 3.50479 -0.77302
C -1.99769 2.03006 -0.35477
N -1.13276 1.14119 -1.16119
H 0.76990 2.62835 1.43525
H 1.66502 2.00322 0.26230
H 0.49641 3.26862 -1.40960
H 1.34154 4.24199 -0.22083
H -0.78718 5.27272 -0.37401
H -1.00007 4.26807 1.03958
H -1.70989 3.55337 -1.84016
H -2.90744 3.99380 -0.65669
H -3.01566 1.63675 -0.34538
H -1.63655 1.96381 0.68274
H -0.43959 1.70543 -1.64156
H -1.65979 0.68226 -1.89874
C 5.67512 -5.32033 -1.13902
C 5.19643 -4.95276 0.25206
N 3.87366 -4.31902 0.23429
C 3.80704 -2.99157 0.27392
C 2.64786 -2.26370 0.26822
C 2.82449 -0.79569 0.34011
O 3.88120 -0.25628 0.15200
O 1.74024 -0.13408 0.65907
C 1.38079 -2.90734 0.21027
O 0.27372 -2.32296 0.19991
C 1.46302 -4.37102 0.14156
C 0.29018 -5.13532 0.05686
C 0.35254 -6.49345 -0.01795
F -0.79110 -7.21350 -0.15395
C 1.57328 -7.19614 0.00341
C 2.73387 -6.44847 0.08801
C 2.69731 -5.04706 0.14752
N 1.59553 -8.58240 -0.08830
C 0.73653 -9.42936 0.69871
C 0.11670 -10.50597 -0.17773
N 1.22561 -11.27682 -0.83257
C 2.14447 -10.38009 -1.61153
C 2.68925 -9.29458 -0.69012
H 6.65180 -5.79041 -1.07581
H 5.76825 -4.43289 -1.76047
H 4.99440 -6.00813 -1.63568
H 5.87318 -4.23443 0.71566
H 5.15591 -5.81276 0.92153
H 4.74648 -2.45606 0.31982
H -0.66085 -4.62659 0.02476
H 3.67784 -6.96077 0.13053
H -0.05352 -8.85558 1.17975
H 1.31922 -9.91003 1.50060
H -0.47716 -10.06900 -0.98179
H -0.48624 -11.21246 0.39115
H 0.84189 -12.00614 -1.44374
H 1.76696 -11.76393 -0.10636
H 1.54392 -9.94769 -2.41528
H 2.93502 -10.99945 -2.03382
H 3.30501 -8.62432 -1.28822
H 3.33974 -9.75215 0.07108
C -6.62382 -5.59077 2.10717
Si -4.94797 -4.77799 2.31873
C -4.94891 -3.40453 3.59630
C -3.57365 -6.03324 2.57601
Si -4.43376 -3.75078 0.19017
Te -3.23889 -1.60827 0.40618
Si -4.95996 -4.36134 -2.09368
C -3.71411 -5.68871 -2.55040
C -6.71409 -5.02742 -2.05126
C -4.79008 -2.80596 -3.12637
Si -5.61933 -0.54374 0.36317
C -6.83955 -1.97381 0.39126
C -5.73224 0.45593 -1.20932
C -5.69443 0.48878 1.90954
H -6.80584 -6.24353 2.95803
H -6.68798 -6.20175 1.21294
H -7.43117 -4.86479 2.08175
H -4.68379 -3.81435 4.56890
H -5.93747 -2.95968 3.69092
H -4.23538 -2.61651 3.36624
H -3.75416 -6.55822 3.51196
H -2.59514 -5.56725 2.64283
H -3.55427 -6.77246 1.77980
H -3.75124 -6.53299 -1.86842
H -2.69789 -5.30739 -2.57683
H -3.95543 -6.05561 -3.54560
H -6.89129 -5.71385 -1.22902
H -6.89972 -5.57385 -2.97355
H -7.45467 -4.23386 -1.99636
H -4.00877 -2.14403 -2.76118
H -5.72583 -2.25245 -3.15188
H -4.54363 -3.07633 -4.15099
H -6.76863 -2.59622 -0.49957
H -7.85975 -1.59251 0.40976
H -6.72729 -2.58523 1.28185
H -6.15625 -0.12397 -2.02341
H -4.76347 0.82005 -1.53836
H -6.37699 1.31683 -1.04267
H -5.83388 -0.12163 2.79832
H -6.53300 1.18049 1.83711
H -4.78963 1.07681 2.04764
```

Löwdin population analysis, charges in e, atoms 1 to 99: 1.29, -0.06, -0.23, -0.18, -0.17, -0.32, -0.10, 0.11, 0.08, 0.11, 0.13, 0.13, 0.13, 0.12, 0.12, 0.08, 0.03, 0.08, 0.10, -0.05, -0.17, -0.01, 0.06, -0.03, -0.57, 0.12, -0.27, -0.29, -0.18, -0.04, 0.08, -0.18, 0.05, -0.14, 0.07, -0.10, -0.10, -0.13, -0.08, 0.06, -0.07, -0.13, 0.09, 0.09, 0.07, 0.13, 0.12, 0.16, 0.12, 0.11, 0.14, 0.15, 0.14, 0.15, 0.19, 0.19, 0.15, 0.15, 0.14, 0.15, -0.20, 0.39, -0.20, -0.21, 0.44, 0.63, 0.39, -0.21, -0.20, -0.20, 0.31, -0.23, -0.19, -0.20, 0.05, 0.02, 0.04, 0.05, 0.04, 0.00, 0.05, 0.03, 0.03, 0.03, 0.03, 0.04, 0.02, 0.05, 0.03, 0.00, 0.03, 0.05, -0.01, 0.07, 0.00, 0.03, 0.01, 0.05, 0.04

=====

# 3
DFT (ωB97M-V/def2-TZVPD) results for CoFNO2S2 as an isolated structure.

The HOMO-LUMO gap (alpha / beta) comes out at 9.068 / 7.802 eV. The HOMO energy (alpha / beta) is -15.99 / -16.58 eV. As for the total charge: +1. The max |F| is 3.6 eV/A. Its expectation value of S² is 6.01. Its multiplicity is 5.

```
7
CoFNO2S2 (ωB97M-V/def2-TZVPD)
Co -0.85011 0.47930 1.69256
N -0.19381 -1.26318 -0.70340
S -1.30080 -1.61118 0.60741
S 0.68449 -0.02607 -0.59782
O 1.66702 0.31705 -1.60141
O 0.90192 0.39554 0.83747
F -0.90870 1.70854 -0.23481
```

Partial atomic charges computed with the Löwdin method, in multiples of e: 0.95, -0.54, 0.84, 0.79, -0.14, -0.44, -0.46

=====

# 4
DFT (ωB97M-V/def2-TZVPD) results for one molecule with the formula C4H7NOS.

The HOMO-LUMO gap comes out at 8.816 eV. The HOMO energy is -8.02 eV. The max |F| is 3.8 eV/A. Its multiplicity is 1.

```
14
C4H7NOS (ωB97M-V/def2-TZVPD)
C -1.79543 -0.75884 -1.39578
C -1.14714 -0.91318 -0.25172
C 1.98110 1.04159 0.41297
C 0.49471 0.69952 0.76412
N -0.02298 -0.13038 -0.33294
O -1.48970 -1.65597 0.84666
S -0.60502 0.52215 -1.84483
H -2.57397 -1.37416 -1.96933
H 1.97658 1.95316 -0.08465
H 2.31904 0.26283 -0.33284
H 2.68088 1.13098 1.20861
H -0.12232 1.50327 1.02121
H 0.37104 -0.06116 1.60449
H -2.06680 -2.21980 0.35403
```

Partial atomic charges computed with the Löwdin method, in multiples of e: -0.31, -0.62, -0.07, -0.22, -0.36, 0.08, 0.90, 0.10, 0.04, 0.10, 0.05, 0.09, 0.14, 0.09

=====

- Which value of max |F| does entry 1 give?
  0.9 eV/A

=====

- What is the max |F| in the first record?
  0.9 eV/A